No. 1
{"formula": "C33H47BCl3N6O3RuS4", "method": "ωB97M-V/def2-TZVPD", "total_energy_ev": -134208.78152, "relative_energy_kj_mol": 66.2, "total_charge": 3, "s2": 6.059, "gap_ev": [6.805, 4.134], "spin_multiplicity": 5, "species": ["Ru", "C", "C", "C", "C", "N", "N", "B", "N", "N", "C", "C", "C", "C", "C", "S", "C", "C", "C", "C", "N", "N", "C", "C", "C", "C", "C", "S", "C", "C", "C", "C", "C", "S", "C", "C", "C", "C", "H", "H", "H", "H", "H", "H", "H", "H", "H", "H", "H", "H", "H", "H", "H", "H", "H", "H", "H", "H", "H", "H", "H", "H", "H", "H", "H", "H", "H", "H", "H", "H", "H", "H", "H", "H", "H", "H", "H", "O", "S", "C", "C", "C", "C", "H", "H", "H", "H", "H", "H", "H", "H", "Cl", "C", "Cl", "Cl", "C", "O", "O"], "xyz": [[0.20880, 0.01710, 0.29600], [-3.32640, 3.38000, -1.97660], [-2.11300, 3.74560, -1.21110], [-1.77390, 5.04300, -0.89750], [-0.62870, 5.29620, -0.10890], [0.16440, 4.30850, 0.23310], [-0.12330, 3.07300, -0.08750], [0.95820, 2.03820, 0.22480], [1.64200, 2.41280, 1.56100], [2.55230, 3.35340, 1.53400], [3.09450, 3.79510, 2.64960], [2.69810, 3.24640, 3.89020], [1.75600, 2.24070, 3.93750], [1.30870, 1.60680, 5.19400], [1.21750, 1.82420, 2.69300], [0.02620, 0.58820, 2.54230], [4.11080, 4.90040, 2.54980], [3.72930, 6.03650, 3.50810], [5.48590, 4.34080, 2.96180], [4.19950, 5.42670, 1.11560], [1.96850, 1.96760, -0.91510], [1.90970, 2.85640, -1.87300], [2.80140, 2.86890, -2.83930], [3.87910, 1.95300, -2.81160], [3.94630, 0.98870, -1.82830], [5.00420, -0.04530, -1.77690], [2.90100, 0.99110, -0.86710], [2.71090, -0.19660, 0.35480], [2.61830, 3.87860, -3.93780], [1.39790, 4.75320, -3.64350], [2.38880, 3.12990, -5.26370], [3.86860, 4.75980, -4.04740], [-1.25240, 2.72230, -0.72620], [-1.62850, 1.05940, -0.84650], [-0.22510, 6.65760, 0.39300], [0.17070, 6.51250, 1.86850], [-1.34120, 7.69310, 0.26400], [0.99630, 7.11180, -0.42320], [-3.84150, 4.25890, -2.35000], [-4.00930, 2.82010, -1.33690], [-3.07280, 2.73240, -2.81480], [-2.39730, 5.85450, -1.24090], [3.13020, 3.60750, 4.81010], [1.86440, 1.98800, 6.04460], [1.42220, 0.52500, 5.14260], [0.24910, 1.80430, 5.34910], [3.82370, 5.73230, 4.54610], [2.71090, 6.37990, 3.34090], [4.40330, 6.87420, 3.35300], [5.44030, 3.86190, 3.93680], [6.18940, 5.16690, 3.01900], [5.84580, 3.62420, 2.22740], [3.23900, 5.82470, 0.80020], [4.49050, 4.63600, 0.42980], [4.93780, 6.22140, 1.06060], [4.64240, 1.99150, -3.57330], [5.73380, 0.10280, -2.56740], [4.56390, -1.03630, -1.88800], [5.51040, -0.02970, -0.81190], [0.50050, 4.14550, -3.56630], [1.26300, 5.47610, -4.44200], [1.54340, 5.28570, -2.70850], [1.49720, 2.51160, -5.20830], [3.23140, 2.49960, -5.52950], [2.25000, 3.85440, -6.06060], [4.08530, 5.23600, -3.09470], [3.69360, 5.53630, -4.78690], [4.74450, 4.20070, -4.36300], [-0.69180, 6.26940, 2.48320], [0.58650, 7.44670, 2.22940], [0.91000, 5.72370, 1.98190], [-2.25310, 7.34720, 0.74710], [-1.54260, 7.93220, -0.77720], [-1.03340, 8.61380, 0.75370], [1.75390, 6.33120, -0.42790], [1.40830, 8.01020, 0.02670], [0.71950, 7.34440, -1.44820], [-1.86300, -1.21660, 0.74780], [-3.09440, -1.86210, 0.20640], [-3.15320, -3.56180, 0.91590], [-4.40090, -3.59970, 1.77780], [-4.54620, -2.21200, 2.40400], [-4.48300, -1.23010, 1.25490], [-2.22570, -3.67270, 1.47690], [-3.16110, -4.26820, 0.08950], [-4.31410, -4.36960, 2.54610], [-5.28020, -3.82830, 1.17130], [-3.73740, -2.02710, 3.11220], [-5.49080, -2.11620, 2.94110], [-4.26370, -0.20740, 1.54420], [-5.37860, -1.26190, 0.63390], [2.15310, -4.20200, -1.54100], [0.76850, -3.23630, -2.08990], [0.96590, -2.72340, -3.76010], [-0.74340, -4.13090, -1.87320], [0.63940, -2.02420, -1.13200], [0.61770, -0.87340, -1.62350], [0.55850, -2.25260, 0.07160]], "atomic_forces_ev_per_a": [[-1.59, -0.99, -0.09], [-0.21, -0.15, -0.10], [0.43, 0.12, 0.25], [0.14, -0.60, 0.00], [-0.31, -0.23, -0.14], [0.57, 0.68, 0.30], [-1.17, -0.37, -0.51], [-0.44, 0.70, 0.45], [-0.30, -0.55, 1.06], [0.52, 0.33, -0.75], [-0.27, -0.10, 0.26], [-0.31, -0.28, -0.36], [0.09, 0.17, -0.58], [-0.20, -0.16, 0.27], [0.65, 0.81, -0.04], [-0.27, -0.40, -1.04], [0.47, 0.14, -0.19], [-0.10, -0.12, -0.06], [-0.30, 0.05, -0.02], [-0.14, -0.03, 0.25], [0.62, -0.11, -0.84], [-1.03, 0.16, 1.05], [0.91, -0.43, -0.52], [-0.30, 0.04, 0.26], [-0.13, 0.09, 0.05], [0.16, -0.20, -0.01], [0.32, 0.06, -0.16], [-0.29, 0.01, -0.07], [-0.31, 0.24, -0.29], [0.22, -0.10, 0.04], [0.03, -0.08, 0.21], [0.02, -0.11, 0.16], [0.33, 0.74, 0.09], [0.72, -0.40, 0.47], [0.27, 0.33, 0.14], [-0.01, -0.02, -0.12], [0.10, -0.24, -0.01], [-0.15, -0.09, 0.12], [-0.04, 0.04, -0.02], [-0.13, -0.02, 0.02], [-0.01, -0.02, -0.12], [-0.05, 0.08, 0.03], [0.10, 0.04, 0.09], [0.00, -0.03, 0.07], [0.08, -0.09, 0.08], [-0.12, 0.03, 0.13], [0.01, 0.00, 0.18], [-0.08, 0.08, -0.03], [0.06, 0.07, -0.01], [0.11, -0.06, 0.13], [0.12, 0.01, 0.01], [0.09, -0.11, -0.03], [-0.02, 0.05, -0.07], [0.05, -0.06, -0.14], [0.08, 0.06, 0.05], [0.06, 0.01, -0.11], [0.05, -0.02, 0.01], [0.02, -0.10, -0.07], [0.10, 0.01, 0.04], [-0.18, -0.01, 0.00], [0.02, 0.05, -0.10], [-0.10, 0.16, 0.13], [-0.14, -0.11, -0.04], [0.16, -0.11, -0.07], [0.01, 0.09, -0.06], [0.07, 0.15, 0.11], [-0.03, 0.05, -0.06], [0.13, -0.09, -0.05], [-0.15, -0.05, 0.10], [0.06, 0.16, 0.06], [0.12, 0.02, 0.08], [-0.15, 0.05, 0.03], [-0.12, 0.05, -0.11], [0.01, 0.05, 0.02], [0.09, 0.02, -0.05], [0.11, 0.12, 0.00], [-0.02, 0.01, -0.16], [2.31, 1.02, 0.81], [-1.76, -0.61, -0.49], [-0.05, 0.27, -0.30], [-0.17, 0.03, 0.40], [-0.33, -0.26, 0.17], [0.39, -0.45, -0.25], [0.04, 0.11, 0.02], [0.03, 0.01, -0.03], [0.00, -0.02, -0.11], [0.04, -0.03, 0.04], [0.03, 0.02, 0.02], [0.05, 0.01, 0.01], [0.15, 0.13, -0.18], [0.01, 0.00, -0.04], [-0.19, 0.19, -0.18], [0.04, 0.08, 0.17], [0.01, -0.12, 0.21], [-0.01, -0.11, -0.18], [0.41, -2.26, -1.38], [-0.36, 1.91, 0.48], [0.23, 0.53, 1.24]], "lowdin_charge": [1.03, -0.03, -0.22, 0.13, -0.17, 0.19, -0.01, -0.72, -0.04, 0.20, -0.16, 0.13, -0.21, -0.03, -0.54, 0.89, -0.54, -0.01, -0.01, -0.04, 0.03, 0.24, -0.13, 0.14, -0.19, -0.01, -0.50, 1.07, -0.54, -0.04, -0.01, -0.01, -0.53, 0.89, -0.53, -0.03, -0.03, -0.02, 0.10, 0.10, 0.10, 0.14, 0.14, 0.11, 0.10, 0.11, 0.09, 0.08, 0.11, 0.09, 0.10, 0.09, 0.05, 0.08, 0.10, 0.15, 0.11, 0.10, 0.11, 0.08, 0.11, 0.06, 0.10, 0.09, 0.11, 0.09, 0.11, 0.09, 0.10, 0.10, 0.05, 0.10, 0.09, 0.10, 0.05, 0.10, 0.09, -0.70, 0.98, -0.28, -0.21, -0.23, -0.27, 0.11, 0.08, 0.13, 0.13, 0.12, 0.13, 0.10, 0.11, 0.68, -1.50, 0.68, 0.69, -0.89, -0.16, -0.08]}

***

No. 2
{"formula": "C2H3HgMgO2", "method": "ωB97M-V/def2-TZVPD", "total_energy_ev": -15826.51598, "relative_energy_kj_mol": 104.2, "total_charge": 1, "s2": 2.018, "gap_ev": [7.630, 5.379], "spin_multiplicity": 3, "species": ["H", "O", "C", "C", "O", "Mg", "Hg", "H", "H"], "xyz": [[1.90889, 0.79912, 0.41005], [1.30379, 1.70795, 0.25237], [0.12874, 1.11335, 0.01689], [0.16066, -0.23348, 0.31467], [-0.70314, -1.11396, -0.26780], [-0.27605, -2.78229, -1.13906], [-2.71084, -0.39735, 0.01218], [-0.44877, 1.47323, -0.84636], [0.63671, -0.56657, 1.24706]], "atomic_forces_ev_per_a": [[-1.59, 4.32, -0.21], [2.44, -2.47, 1.00], [1.58, -3.01, -1.63], [-1.55, 0.85, 0.39], [0.75, -0.18, 0.03], [0.08, -0.29, -0.14], [-1.61, 0.24, 0.19], [-0.27, 0.52, 0.79], [0.17, 0.03, -0.43]], "lowdin_charge": [0.21, 0.00, -0.19, -0.34, -0.73, 0.87, 0.92, 0.13, 0.14]}

***

No. 3
{"formula": "C33H27FeN7O3S", "method": "ωB97M-V/def2-TZVPD", "total_energy_ev": -96453.14063, "relative_energy_kj_mol": 247.4, "total_charge": -1, "s2": 0.813, "gap_ev": [4.741, 4.920], "spin_multiplicity": 2, "species": ["Fe", "O", "C", "C", "C", "C", "C", "C", "C", "O", "N", "N", "C", "C", "C", "C", "C", "C", "C", "O", "H", "H", "H", "H", "H", "H", "H", "H", "H", "H", "C", "C", "N", "C", "S", "N", "N", "C", "C", "C", "C", "C", "C", "C", "N", "H", "H", "H", "H", "H", "H", "H", "H", "H", "H", "H", "H", "H", "N", "C", "C", "C", "C", "C", "C", "C", "C", "C", "H", "H", "H", "H"], "xyz": [[0.08096, -0.00657, 0.09791], [-1.86429, -4.11031, 0.35786], [-2.77753, -3.74051, 1.27778], [-3.63787, -4.69912, 1.79731], [-4.58344, -4.35512, 2.74686], [-4.67700, -3.04496, 3.19553], [-3.83705, -2.07972, 2.68353], [-2.88852, -2.40105, 1.70891], [-2.01541, -1.38478, 1.14523], [-0.97132, -1.72131, 0.44918], [-2.32650, -0.12220, 1.35080], [-1.48822, 0.73427, 0.78032], [-1.76304, 2.02396, 0.93818], [-1.12640, 3.06131, 0.24838], [-1.51438, 4.39854, 0.47731], [-1.04708, 5.42764, -0.29872], [-0.17442, 5.15416, -1.35590], [0.27073, 3.86889, -1.57949], [-0.14851, 2.78436, -0.77979], [0.32043, 1.61053, -0.99579], [-1.32711, -3.29299, 0.17325], [-3.54736, -5.71599, 1.44069], [-5.25011, -5.10862, 3.14000], [-5.40673, -2.78183, 3.94531], [-3.89089, -1.05555, 3.02282], [-2.59405, 2.26128, 1.59393], [-2.20749, 4.59494, 1.28315], [-1.35010, 6.44663, -0.10125], [0.16549, 5.95939, -1.99420], [0.97984, 3.65826, -2.36659], [5.74083, -1.55685, 1.15240], [5.00664, -0.50423, 1.97257], [3.72976, -1.02096, 2.43453], [2.66682, -1.00607, 1.57734], [1.03755, -0.63980, 2.34818], [2.78095, -1.09653, 0.31273], [1.72108, -0.92843, -0.47689], [1.76949, -1.46716, -1.69870], [2.98916, -2.19820, -2.17767], [0.59851, -1.39917, -2.46811], [0.46458, -2.03261, -3.73018], [-0.73616, -2.00173, -4.37981], [-1.80994, -1.31117, -3.79906], [-1.59577, -0.68743, -2.58349], [-0.45577, -0.72490, -1.92778], [6.69310, -1.16775, 0.80710], [5.91907, -2.44373, 1.75468], [5.13858, -1.83577, 0.29619], [5.60005, -0.24042, 2.84851], [4.85644, 0.39683, 1.36666], [3.47444, -0.78495, 3.38086], [3.71001, -2.24864, -1.36759], [2.73367, -3.21036, -2.48531], [3.44464, -1.67680, -3.02053], [1.31509, -2.54920, -4.14866], [-0.85705, -2.50061, -5.33284], [-2.77145, -1.26687, -4.28670], [-2.38741, -0.12179, -2.10874], [5.61173, 7.36867, 3.19359], [4.94426, 6.47544, 2.88957], [4.13944, 5.38650, 2.56244], [3.34190, 5.37671, 1.39894], [2.52949, 4.31090, 1.11614], [2.48420, 3.19687, 1.97762], [3.29478, 3.20861, 3.14018], [4.10138, 4.27157, 3.42595], [1.72939, 2.04502, 1.77191], [1.16118, 0.94983, 1.67885], [3.38019, 6.22858, 0.73171], [1.91259, 4.30816, 0.23174], [3.25191, 2.35519, 3.80549], [4.71736, 4.27626, 4.31584]], "atomic_forces_ev_per_a": [[1.25, 0.03, -0.20], [-0.14, -0.06, 0.05], [0.13, 0.45, -0.03], [-0.15, -0.25, 0.06], [0.15, 0.03, -0.16], [-0.16, -0.02, 0.16], [0.20, -0.07, -0.24], [-0.42, -0.79, 0.30], [0.84, 1.62, -0.55], [-0.51, -0.55, 0.46], [-1.80, -1.47, 1.35], [0.09, 3.13, -0.23], [-0.38, -2.86, 0.35], [1.04, 1.21, -1.00], [0.13, -0.73, -0.05], [0.03, 0.52, -0.08], [0.05, -0.31, 0.08], [-0.01, 0.47, -0.18], [-0.35, -0.37, 0.64], [0.40, 0.23, -0.07], [0.09, -0.02, 0.03], [0.02, -0.05, -0.02], [-0.04, -0.11, 0.03], [-0.09, 0.04, 0.10], [0.01, 0.04, -0.05], [-0.15, -0.05, 0.03], [-0.14, 0.04, 0.09], [-0.07, 0.04, 0.01], [0.06, 0.06, -0.03], [0.05, -0.07, -0.12], [0.05, 0.15, 0.14], [0.34, -0.34, -0.35], [-0.18, 0.19, 0.05], [-1.82, 0.19, 0.77], [0.92, -1.91, 0.36], [1.87, -0.31, -0.12], [-1.49, -0.23, -1.63], [1.99, 0.23, 2.72], [-0.14, 0.08, 0.14], [-2.48, 0.48, -1.34], [0.78, 0.27, 0.93], [-0.97, 0.38, 0.01], [0.53, -0.39, -0.44], [-0.23, 0.24, -0.05], [0.91, -0.89, -0.54], [0.21, 0.04, -0.10], [0.05, -0.12, 0.08], [-0.01, -0.02, -0.10], [-0.07, 0.05, 0.03], [-0.05, -0.02, 0.09], [-0.08, 0.03, -0.14], [0.01, -0.03, -0.09], [0.03, -0.11, -0.09], [0.01, -0.03, -0.12], [0.02, -0.03, -0.09], [-0.01, -0.01, -0.01], [-0.08, 0.01, 0.03], [-0.09, 0.04, 0.10], [-0.28, -0.37, -0.17], [1.19, 1.62, 0.46], [-1.27, -1.71, -0.50], [0.67, 0.53, 0.60], [-0.28, -0.75, 0.22], [1.02, 0.84, 0.78], [-0.37, -0.05, -0.45], [0.41, 0.87, -0.09], [-1.21, -1.28, -0.48], [0.08, 2.21, -1.23], [-0.03, 0.01, 0.01], [-0.07, -0.02, -0.08], [-0.01, 0.02, -0.05], [0.01, 0.03, 0.03]], "lowdin_charge": [0.34, 0.05, -0.27, -0.03, -0.11, -0.12, -0.03, -0.08, -0.43, -0.15, 0.07, -0.10, -0.05, -0.16, -0.06, -0.14, -0.12, -0.05, -0.36, -0.10, 0.07, 0.11, 0.09, 0.09, 0.10, 0.12, 0.10, 0.08, 0.09, 0.11, -0.09, -0.25, -0.01, -0.55, 1.00, 0.04, 0.00, -0.22, -0.02, -0.20, -0.02, -0.08, -0.06, -0.11, 0.08, 0.07, 0.07, 0.04, 0.11, 0.12, 0.10, 0.04, 0.08, 0.09, 0.10, 0.10, 0.09, 0.12, 0.14, -0.22, -0.25, -0.02, 0.01, -0.21, -0.03, -0.04, -0.05, -0.46, 0.12, 0.09, 0.11, 0.11]}